#w
Below is a cluster of 7 separate species, C28H35F21O14 in total, with properties calculated with ωB97M-V/def2-TZVPD.

```
98
Properties=species:S:1:pos:R:3:mulliken_charge:R:1
C -1.67 -1.13 1.64 -1.05
C -1.37 0.11 0.74 0.08
O -0.36 -0.25 -0.18 -0.19
C 0.99 -0.13 0.13 0.21
O 1.47 0.30 1.17 -0.49
C 1.89 -0.62 -1.03 0.98
F 1.33 -0.29 -2.22 -0.21
F 3.03 0.02 -0.95 -0.26
F 2.18 -1.89 -0.96 -0.27
H -0.76 -1.30 2.22 0.39
H -1.81 -2.06 1.09 0.34
H -2.43 -0.85 2.37 0.04
H -1.09 1.03 1.25 0.18
H -2.28 0.38 0.20 0.23
C -3.93 -0.65 5.85 -0.83
C -3.44 0.64 6.51 -0.40
O -2.18 1.14 6.02 -0.27
C -1.99 1.87 4.91 0.39
O -2.83 2.11 4.03 -0.55
C -0.53 2.41 4.66 0.83
F -0.66 3.75 4.46 -0.24
F 0.35 2.19 5.71 -0.27
F 0.00 1.86 3.60 -0.19
H -4.18 -0.52 4.79 0.14
H -4.84 -0.85 6.43 0.38
H -3.11 -1.32 6.07 0.30
H -3.38 0.46 7.58 0.36
H -4.26 1.35 6.44 0.34
C -1.81 0.48 -3.58 -0.67
C -3.04 1.26 -4.00 -0.39
O -2.96 2.65 -3.98 -0.27
C -3.97 3.47 -3.75 0.38
O -5.07 3.07 -3.50 -0.56
C -3.45 4.88 -3.70 1.00
F -4.00 5.53 -2.70 -0.27
F -2.10 4.94 -3.69 -0.23
F -3.88 5.50 -4.75 -0.27
H -1.80 -0.60 -3.73 0.47
H -1.51 0.70 -2.56 -0.15
H -0.99 0.84 -4.21 0.32
H -3.69 0.92 -3.21 0.28
H -3.55 0.99 -4.93 0.40
C 4.50 -2.61 -3.72 -0.80
C 4.61 -3.08 -5.17 -0.53
O 5.04 -4.45 -5.34 -0.29
C 6.26 -4.83 -5.21 0.45
O 7.19 -4.05 -4.90 -0.58
C 6.55 -6.36 -5.30 0.82
F 5.43 -7.01 -5.65 -0.24
F 7.55 -6.65 -6.16 -0.24
F 6.98 -6.76 -4.08 -0.24
H 5.36 -2.90 -3.11 0.35
H 3.65 -3.03 -3.19 0.31
H 4.37 -1.53 -3.75 0.28
H 5.20 -2.39 -5.77 0.36
H 3.62 -2.93 -5.61 0.35
C 5.41 0.61 2.90 -0.97
C 5.05 -0.46 1.89 -0.01
O 5.36 0.00 0.61 -0.11
C 6.53 -0.34 -0.06 0.26
O 7.42 -1.08 0.35 -0.55
C 6.68 0.44 -1.37 0.91
F 6.71 -0.50 -2.35 -0.25
F 5.70 1.31 -1.50 -0.20
F 7.80 1.13 -1.41 -0.28
H 5.15 0.35 3.92 0.43
H 4.92 1.54 2.60 0.02
H 6.49 0.78 2.91 0.36
H 3.98 -0.62 1.71 0.02
H 5.44 -1.45 2.14 0.37
C -9.29 -4.46 1.90 -1.24
C -8.88 -3.19 1.24 -0.18
O -7.55 -2.90 1.53 -0.22
C -6.90 -1.86 0.95 0.09
O -7.41 -1.07 0.22 -0.51
C -5.46 -1.67 1.63 1.19
F -5.47 -1.78 2.93 -0.25
F -4.69 -2.61 1.05 -0.27
F -5.09 -0.44 1.26 -0.22
H -10.12 -4.96 1.41 0.39
H -9.77 -4.30 2.87 0.31
H -8.58 -5.29 1.90 0.33
H -9.58 -2.37 1.36 0.34
H -8.98 -3.41 0.17 0.27
C 3.56 4.20 1.88 -1.37
C 3.04 4.15 0.50 0.08
O 1.64 3.83 0.47 -0.10
C 1.16 3.56 -0.74 0.22
O 1.82 3.28 -1.77 -0.59
C -0.41 3.62 -0.81 0.89
F -0.97 3.82 0.38 -0.27
F -0.71 4.63 -1.61 -0.23
F -0.90 2.48 -1.37 -0.18
H 3.53 3.34 2.55 0.21
H 3.13 4.97 2.52 0.36
H 4.64 4.24 1.80 0.45
H 3.70 3.49 -0.07 0.25
H 3.23 5.17 0.19 0.26
```

Output
LUMO energy ... 0.394 eV
Charge ... 0
SMILES ... CCOC(=O)C(F)(F)F.CCOC(=O)C(F)(F)F.CCOC(=O)C(F)(F)F.CCOC(=O)C(F)(F)F.CCOC(=O)C(F)(F)F.CCOC(=O)C(F)(F)F.CCOC(=O)C(F)(F)F

=====

#x
Below is a cluster of 7 separate species, C28H35F21O14 in total, with properties calculated with ωB97M-V/def2-TZVPD.

```
98
Properties=species:S:1:pos:R:3:mulliken_charge:R:1
C -2.67 0.25 2.55 -0.79
C -1.41 -0.43 2.51 -0.12
O -0.48 0.39 1.82 0.27
C 0.80 -0.07 1.61 -0.05
O 1.12 -1.24 1.82 -0.45
C 1.61 0.95 0.92 0.57
F 0.78 1.91 0.32 -0.17
F 2.42 1.62 1.80 -0.13
F 2.26 0.39 -0.18 -0.13
H -3.15 0.22 1.56 0.19
H -2.64 1.39 2.88 -0.11
H -3.64 -0.45 3.04 0.32
H -1.63 -1.51 2.14 0.23
H -0.99 -0.55 3.54 0.20
C -2.10 0.16 -1.85 -2.11
C -1.09 0.78 -2.91 0.07
O -1.47 2.01 -3.63 -0.44
C -2.46 1.87 -4.59 0.44
O -3.15 0.81 -4.88 -0.56
C -2.68 3.14 -5.33 0.79
F -2.07 4.22 -4.76 -0.25
F -2.13 3.11 -6.53 -0.25
F -4.04 3.48 -5.43 -0.24
H -1.70 -0.81 -1.62 0.47
H -2.94 0.05 -2.25 1.10
H -2.45 0.75 -1.03 0.32
H -0.73 0.06 -3.79 -0.02
H -0.38 1.16 -2.39 0.67
C 3.95 -3.68 -5.97 -1.55
C 2.90 -3.26 -4.98 -0.12
O 3.34 -2.00 -4.49 -0.31
C 2.60 -1.10 -3.92 0.26
O 1.43 -1.11 -3.98 -0.44
C 3.38 0.02 -3.18 0.95
F 4.37 0.36 -3.90 -0.22
F 2.48 0.99 -2.88 -0.19
F 3.85 -0.50 -1.93 -0.24
H 3.90 -4.55 -6.49 0.51
H 5.08 -3.71 -5.55 0.26
H 4.18 -2.87 -6.58 0.37
H 2.70 -3.98 -4.42 0.53
H 1.85 -3.24 -5.49 0.18
C -2.23 -2.77 -4.16 -1.10
C -1.22 -3.86 -3.85 -0.26
O -0.33 -3.26 -2.91 0.12
C 0.56 -4.11 -2.10 -0.11
O 0.85 -5.19 -2.48 -0.50
C 1.35 -3.37 -1.03 1.04
F 2.63 -3.31 -1.40 -0.21
F 0.80 -2.16 -0.79 -0.15
F 1.24 -4.27 0.08 -0.28
H -2.76 -3.15 -5.08 0.40
H -1.53 -1.98 -4.67 0.14
H -2.69 -2.29 -3.43 0.36
H -0.71 -4.05 -4.75 0.31
H -1.84 -4.64 -3.45 0.32
C 3.76 4.55 5.63 -1.62
C 2.90 3.35 5.27 0.17
O 1.67 3.71 5.39 -0.30
C 0.73 2.89 4.83 0.15
O 0.95 1.80 4.45 -0.38
C -0.68 3.36 5.02 1.06
F -0.93 3.73 6.36 -0.28
F -0.82 4.48 4.19 -0.27
F -1.59 2.46 4.68 -0.19
H 4.76 4.38 5.59 0.49
H 3.53 5.06 6.67 0.29
H 3.54 5.33 4.91 0.37
H 3.14 2.63 5.90 0.43
H 3.31 3.14 4.22 0.11
C -5.27 2.32 -2.09 -1.08
C -5.76 3.25 -1.07 -0.36
O -4.85 3.57 -0.09 -0.23
C -4.89 3.10 1.22 0.28
O -5.70 2.26 1.68 -0.55
C -3.74 3.62 2.09 0.95
F -2.53 2.99 1.61 -0.15
F -3.60 4.94 1.83 -0.26
F -3.90 3.46 3.41 -0.21
H -4.80 1.49 -1.81 0.35
H -4.40 2.82 -2.36 0.37
H -6.16 2.10 -2.77 0.33
H -6.70 2.90 -0.52 0.33
H -6.17 4.15 -1.60 0.31
C 3.71 -0.54 3.81 -0.66
C 2.79 -1.71 4.45 -0.60
O 3.02 -3.03 3.87 -0.29
C 2.13 -4.13 4.21 0.44
O 1.09 -3.94 4.77 -0.50
C 2.74 -5.48 3.65 0.80
F 3.37 -5.35 2.48 -0.23
F 3.73 -5.94 4.44 -0.25
F 1.84 -6.43 3.40 -0.24
H 3.71 -0.71 2.72 0.05
H 4.82 -0.67 4.06 0.47
H 3.34 0.53 4.17 0.09
H 1.85 -1.43 4.32 0.25
H 3.04 -1.56 5.39 0.68
```

Output
LUMO energy ... 0.226 eV
Charge ... 0
SMILES ... CCOC(=O)C(F)(F)F.CCOC(=O)C(F)(F)F.CCOC(=O)C(F)(F)F.CCOC(=O)C(F)(F)F.CCOC(=O)C(F)(F)F.CCOC(=O)C(F)(F)F.CCOC(=O)C(F)(F)F

=====

The structure shown above that is most stable: #w.